(1)
74
Properties=species:S:1:pos:R:3:forces:R:3:lowdin_charge:R:1 method="wB97M-V/def2-TZVPD" charge=-2 gap_ha=0.0882
Cd -17.98005 8.61385 -21.87215 0.0 -0.2 -0.6 1.14
Cd -23.80129 7.49927 -17.77672 0.5 0.0 -0.1 0.55
S -14.48430 7.44201 -23.78421 -2.5 -0.6 -2.2 0.11
O -15.14710 6.89289 -22.65758 -1.1 -2.2 2.2 -0.36
O -13.21175 7.92374 -23.50284 5.2 3.4 2.5 -0.24
O -14.06213 6.54529 -24.87274 -1.8 -1.0 -1.0 -0.25
O -15.44787 8.48377 -24.23717 -0.6 0.5 -0.9 -0.33
S -19.80559 8.16870 -16.96564 -0.5 0.5 -0.3 0.14
O -20.96911 9.08507 -17.02216 -0.3 1.0 0.0 -0.37
O -19.03033 8.22165 -18.18655 0.3 -0.2 -1.0 -0.38
O -18.97207 8.40257 -15.81502 0.2 -0.3 0.9 -0.37
O -20.63219 6.91638 -16.90077 0.0 -0.9 0.1 -0.35
S -22.00053 8.14170 -22.78897 -0.2 -0.9 -0.8 0.16
O -21.20851 9.36256 -22.68450 0.6 2.3 0.5 -0.35
O -20.84665 7.22322 -23.04017 0.5 -1.1 0.0 -0.34
O -22.59556 7.79676 -21.50158 -0.4 -0.1 0.4 -0.36
O -22.93210 8.15845 -23.90564 0.1 0.0 0.5 -0.37
C -14.13917 12.06455 -19.02325 -0.7 0.1 -0.6 0.00
O -14.21048 13.02344 -20.10143 2.3 1.2 1.1 0.00
C -15.09305 12.96520 -21.04997 -0.8 -1.9 -0.4 -0.63
O -15.86418 12.03692 -21.12884 -0.6 0.8 -0.8 0.10
O -14.90992 13.99098 -21.89217 0.4 0.8 0.7 0.00
C -15.77434 14.13946 -22.99538 -1.0 -1.2 -0.9 -0.06
H -14.94288 12.35569 -18.34695 0.2 -0.4 0.3 0.10
H -13.14846 12.14538 -18.57596 -0.2 0.4 -0.1 0.09
H -14.25340 11.03904 -19.37449 -0.3 0.2 -0.1 0.10
H -16.82413 14.17824 -22.70464 0.0 -0.1 0.2 0.10
H -15.64178 13.27564 -23.64679 -0.2 -0.1 -0.1 0.10
H -15.58814 15.01452 -23.61804 0.7 0.2 0.7 0.09
C -25.20157 6.42320 -9.62648 -0.2 -0.1 1.0 -0.10
C -24.42252 5.14554 -9.86285 0.3 1.8 -0.5 -0.31
O -24.01482 5.28755 -11.23541 0.4 -0.4 1.1 0.13
C -24.74689 6.27695 -11.82875 -0.2 0.7 -0.5 -0.52
O -24.65952 6.66033 -12.95279 0.0 -0.8 1.1 0.19
O -25.59826 6.79911 -10.90319 -0.3 0.6 -0.9 0.07
F -25.28718 4.14177 -9.76007 -0.9 -1.8 -0.1 0.08
H -24.66582 7.23072 -9.12751 0.4 0.0 -0.2 0.14
H -26.06422 6.19198 -9.00161 -0.1 0.0 -0.2 0.14
H -23.64550 4.97231 -9.11831 0.6 0.0 -0.7 0.17
C -19.05233 10.46072 -10.46332 -1.3 0.8 -0.2 -0.03
C -20.06581 11.48715 -11.03340 2.0 -1.1 -2.0 -0.33
O -20.23301 12.41440 -10.02855 -0.3 0.3 -1.2 0.17
C -19.86883 11.84947 -8.90291 -1.0 1.0 5.4 -0.54
O -20.11318 12.38521 -7.81265 1.1 -1.8 -2.9 0.11
O -19.31087 10.62978 -9.06990 0.5 0.8 0.4 0.07
F -21.20005 10.85564 -11.36560 -1.2 0.0 0.2 0.09
H -18.06338 10.79859 -10.77302 0.2 -0.5 0.4 0.14
H -19.31420 9.43258 -10.71323 0.3 0.2 -0.3 0.15
H -19.66763 11.95363 -11.93449 -0.3 0.3 0.1 0.17
C -22.65693 13.90942 -18.65606 -1.1 0.7 0.6 -0.03
C -21.29178 14.27830 -18.14522 -1.6 1.0 -1.0 -0.27
O -21.66147 15.16911 -17.07632 1.6 -0.2 0.2 0.12
C -22.86952 14.86016 -16.59162 -1.6 0.6 2.8 -0.52
O -23.35396 15.33573 -15.54218 1.6 -1.8 -4.0 0.10
O -23.42739 13.93740 -17.40915 -0.4 -0.4 0.2 0.06
F -20.72494 15.04663 -19.12332 0.8 -0.3 0.5 0.06
H -22.74800 13.02443 -19.28582 -0.1 -0.3 0.8 0.15
H -23.08375 14.75698 -19.19231 0.4 0.0 -0.5 0.14
H -20.69840 13.40385 -17.87816 0.5 0.5 0.4 0.18
C -18.26713 2.20643 -19.43598 1.1 0.7 -0.5 -0.02
C -19.56000 2.03297 -20.22117 1.2 1.3 1.7 -0.36
O -19.89667 0.75193 -19.86456 -1.3 -1.5 0.5 0.14
C -18.82005 0.07200 -19.34636 -1.4 -2.9 1.6 -0.55
O -18.83859 -1.06390 -18.89156 -0.4 2.2 -1.6 0.12
O -17.80161 0.85819 -19.27079 1.7 1.5 0.1 0.10
F -19.40845 2.07610 -21.53338 0.6 0.0 -2.0 0.11
H -18.37939 2.67291 -18.45726 -0.5 -0.2 0.1 0.14
H -17.51842 2.81032 -19.94868 0.0 -0.3 -0.3 0.15
H -20.21203 2.87386 -19.98483 -0.9 -0.7 0.4 0.18
C -14.36119 5.46621 -14.33486 0.0 0.5 -0.1 -1.01
Cl -14.13370 3.71821 -14.15299 -0.3 0.3 -0.1 0.49
Cl -13.10737 6.34655 -13.41401 -0.2 0.0 -0.2 0.46
H -14.29652 5.76360 -15.38151 0.3 -0.3 0.1 0.03
H -15.33085 5.81777 -13.98236 0.1 -0.5 0.2 0.03


(2)
99
Properties=species:S:1:pos:R:3:forces:R:3:lowdin_spin:R:1 method="wB97M-V/def2-TZVPD" charge=+4 gap_ha="0.2778 / 0.1906" multiplicity=6
Ir -1.17817 -0.72969 -0.81531 -0.8 0.2 0.0 2.27
C -5.54127 -2.77625 -3.62670 -0.5 -0.3 -0.6 0.00
O -4.91067 -2.47070 -2.36883 0.4 0.2 0.2 0.03
C -3.68213 -2.01733 -2.29208 0.2 0.1 -0.2 0.02
O -3.23284 -1.76838 -1.16444 0.6 0.5 0.3 0.09
N -2.95030 -1.85122 -3.40425 0.0 0.0 -0.5 0.01
N -1.63069 -1.36874 -3.30165 0.0 -0.2 0.2 0.08
H -6.59011 -2.94876 -3.39144 0.2 0.0 0.0 0.00
H -5.11803 -3.68324 -4.06282 0.0 0.1 0.1 0.00
H -5.48044 -1.94091 -4.32572 0.0 0.1 0.1 0.00
H -3.32047 -2.08053 -4.32070 0.1 0.0 0.2 0.00
H -1.52706 -0.52301 -3.86617 -0.1 -0.1 0.1 0.00
H -0.98431 -2.07343 -3.66310 -0.1 0.1 0.1 0.00
C -6.86969 -4.19556 -0.30436 0.5 0.2 0.1 0.04
Sb -5.03181 -3.35094 0.47642 -0.9 -0.2 0.6 0.33
C -5.74192 -1.38245 1.04954 0.2 -0.5 -0.1 0.03
C -4.95820 -4.46012 2.50995 0.3 -0.1 0.0 0.17
C -5.10328 -3.43727 3.51157 0.3 0.3 0.2 0.07
C -6.37268 -3.20140 4.06297 -0.2 0.3 0.3 0.06
C -6.56136 -2.24670 5.04178 0.1 0.0 -0.1 0.01
C -5.48935 -1.45348 5.45902 -0.3 -0.1 -0.1 0.10
C -4.23620 -1.65209 4.91720 0.2 -0.4 -0.4 0.01
C -3.99942 -2.64824 3.96309 -1.0 0.3 0.4 0.08
C -2.63568 -2.85946 3.50530 0.4 0.1 -0.8 0.10
Sb -1.81563 -1.36269 2.01476 0.9 -0.1 0.8 0.19
C 0.20220 -1.80081 2.67718 -0.3 0.0 -0.3 0.01
C -2.03492 0.47192 3.13753 -0.2 -0.1 -0.4 0.04
H -7.55022 -4.34612 0.53018 -0.1 0.0 0.1 0.01
H -6.66279 -5.15017 -0.78115 0.0 0.0 0.0 0.00
H -7.31535 -3.51231 -1.02115 0.0 0.1 0.0 0.00
H -5.38182 -1.14022 2.04408 0.0 0.0 0.2 0.00
H -6.82600 -1.39683 1.04461 -0.1 0.0 0.1 0.00
H -5.38698 -0.64083 0.34422 0.1 0.0 -0.2 0.00
H -4.02960 -5.01269 2.49821 0.1 0.0 -0.1 0.00
H -5.80492 -5.12746 2.41826 -0.2 -0.1 -0.1 0.01
H -7.21050 -3.81145 3.75556 0.0 -0.1 -0.1 0.00
H -7.53190 -2.11158 5.48982 -0.1 0.0 0.0 0.00
H -5.64002 -0.68598 6.20049 0.0 0.1 0.1 0.00
H -3.40736 -1.04618 5.24906 0.1 0.0 0.1 0.00
H -2.45238 -3.81882 3.03304 0.1 0.0 0.0 0.00
H -1.92615 -2.69076 4.31216 0.2 0.1 -0.1 0.01
H 0.40680 -1.24817 3.59062 -0.1 0.1 0.0 0.00
H 0.93618 -1.54973 1.91826 0.1 0.1 -0.1 0.00
H 0.28734 -2.86289 2.89004 0.0 -0.1 0.0 0.00
H -1.60791 0.35257 4.13011 0.0 -0.2 0.0 0.01
H -3.08084 0.75468 3.21640 -0.1 0.0 0.0 0.00
H -1.50066 1.26209 2.61630 0.0 0.1 -0.1 0.00
C 1.33525 1.48807 0.59158 -0.6 -0.1 -0.2 0.02
C 2.77046 2.00450 0.71995 -0.1 0.2 -0.2 0.07
As 3.24201 3.64391 -0.34993 1.5 -0.3 0.8 0.36
C 4.33997 4.67422 0.89816 -0.6 -0.5 -0.8 0.14
C 4.04337 4.78063 2.25391 -0.1 0.1 0.7 0.06
C 4.95540 5.37788 3.10623 -0.5 -0.2 -0.1 0.02
C 6.12161 5.94193 2.59767 0.1 0.1 0.0 0.12
C 6.39216 5.87846 1.23706 -0.1 0.0 -0.5 0.01
C 5.47990 5.29237 0.37877 0.5 0.2 -0.3 0.07
C 4.59811 3.04433 -1.63344 -0.3 0.0 0.1 0.05
C 4.68596 3.61296 -2.89682 -0.3 0.3 0.1 0.00
C 5.73356 3.27822 -3.74130 0.1 -0.2 0.1 0.00
C 6.68119 2.35244 -3.32683 -0.1 0.1 -0.1 0.00
C 6.59913 1.79155 -2.06182 0.0 -0.2 0.1 0.00
C 5.55978 2.12888 -1.21163 0.0 0.1 0.2 0.01
P 0.87560 0.44825 -0.88571 1.5 0.0 0.0 0.07
C 2.05707 -0.93797 -0.93711 -0.5 0.1 0.1 0.01
C 3.42521 -0.82854 -1.17001 0.0 0.1 -0.1 0.00
C 4.21776 -1.96608 -1.16410 0.0 0.1 0.0 0.00
C 3.66161 -3.21365 -0.92976 -0.2 0.0 0.1 0.00
C 2.29422 -3.33741 -0.71594 0.0 -0.2 -0.1 0.01
C 1.50671 -2.20492 -0.73366 -0.3 0.4 0.0 0.05
C 1.27630 1.45709 -2.34460 -0.6 -0.1 0.1 0.03
C 1.00614 2.82775 -2.37046 -0.2 -0.1 0.1 0.03
C 1.22274 3.55354 -3.53346 -0.1 0.0 0.0 0.01
C 1.67175 2.90963 -4.67875 0.0 0.0 0.0 0.01
C 1.90266 1.54144 -4.66910 0.0 0.0 0.0 0.01
C 1.70857 0.81703 -3.50602 -0.1 -0.1 0.2 0.01
H 0.62627 2.32206 0.63323 -0.1 -0.1 0.1 0.00
H 1.12442 0.84146 1.45125 -0.1 0.1 0.0 0.00
H 3.48388 1.21280 0.48567 0.1 0.2 0.0 0.01
H 2.92827 2.28589 1.76508 0.0 0.0 -0.2 0.00
H 3.11447 4.39590 2.65209 0.0 -0.1 0.1 0.00
H 4.75252 5.41624 4.16490 0.0 0.1 0.1 0.00
H 6.79262 6.47243 3.26049 0.1 -0.1 0.0 0.01
H 7.30225 6.29759 0.83376 0.0 0.1 0.0 0.00
H 5.66584 5.28600 -0.68903 0.1 0.0 0.1 0.00
H 3.94996 4.34082 -3.21202 0.0 0.0 -0.1 0.00
H 5.81466 3.73979 -4.71359 0.0 0.0 -0.1 0.00
H 7.48532 2.06842 -3.98844 0.1 0.0 0.0 0.00
H 7.35341 1.09321 -1.72927 0.1 0.0 0.0 0.00
H 5.53586 1.71839 -0.20888 0.0 0.0 0.0 0.00
H 3.87032 0.13152 -1.39530 0.0 0.0 0.0 0.00
H 5.27806 -1.88311 -1.34599 0.1 0.0 0.0 0.00
H 4.28450 -4.09414 -0.92601 0.1 -0.1 0.0 0.00
H 1.85748 -4.31072 -0.55614 0.0 -0.1 0.0 0.00
H 0.40603 -2.27660 -0.59545 0.3 -0.3 0.1 0.02
H 0.56496 3.31465 -1.50651 0.0 0.1 -0.1 0.01
H 1.00435 4.61198 -3.55622 0.0 0.1 0.0 0.00
H 1.82160 3.46735 -5.58900 0.0 0.1 -0.1 0.00
H 2.21921 1.03591 -5.56817 0.1 0.0 -0.1 0.00
H 1.87906 -0.24998 -3.48718 0.1 -0.1 -0.1 0.00


Number 1: calculated total energy -5502.73497 Eh. Number 2: calculated total energy -4974.60778 Eh.